Record 1
{"formula": "C6H15B", "method": "ωB97M-V with the def2-TZVPD basis set", "symbols": ["B", "C", "C", "C", "C", "C", "C", "H", "H", "H", "H", "H", "H", "H", "H", "H", "H", "H", "H", "H", "H", "H"], "xyz": [[0.891, 0.222, 0.090], [2.096, -1.809, -0.682], [1.649, 1.417, 0.754], [-1.141, 0.754, -1.235], [-1.302, -1.421, 0.076], [-1.370, 0.901, 1.252], [-0.737, 0.084, 0.121], [2.903, -1.215, -1.204], [1.573, -2.233, -1.509], [2.554, -2.393, 0.208], [1.717, 2.146, -0.011], [2.645, 1.106, 1.010], [0.965, 1.788, 1.438], [-2.225, 0.978, -1.387], [-0.824, 0.083, -2.069], [-0.591, 1.648, -1.282], [-1.776, -1.620, -0.890], [-2.018, -1.584, 0.926], [-0.496, -1.997, 0.131], [-0.880, 0.556, 2.174], [-1.194, 1.904, 0.929], [-2.437, 0.685, 1.159]], "forces_ev_per_a": [[-0.4, -2.9, 0.2], [1.2, 3.6, 1.5], [0.3, -2.3, -2.1], [-0.3, -1.7, -0.3], [-2.7, 3.7, 0.5], [0.4, -1.5, -1.0], [-0.1, -1.3, -1.6], [-0.5, -0.6, 0.9], [-0.8, -0.9, 0.2], [-1.3, 0.8, -1.8], [0.3, 1.1, -1.0], [0.3, 0.3, 0.7], [-0.6, 0.8, 2.0], [0.7, -0.3, 0.5], [-0.2, 0.6, 0.4], [0.5, 1.6, -0.6], [-0.2, 0.1, 0.3], [0.6, -0.1, -0.8], [3.1, -3.0, 0.5], [-0.7, 0.7, 0.1], [0.1, 1.1, 0.8], [0.0, 0.2, 0.7]], "homo_ev": -8.1471, "multiplicity": 1, "e_above_lowest_kj_mol": 364.11, "total_charge": 0}

=====

Record 2
{"formula": "C6H15Br2NSi", "method": "ωB97M-V with the def2-TZVPD basis set", "symbols": ["C", "C", "C", "C", "C", "C", "N", "Si", "Br", "Br", "H", "H", "H", "H", "H", "H", "H", "H", "H", "H", "H", "H", "H", "H", "H"], "xyz": [[0.000, 0.142, -2.297], [-0.911, -1.964, -1.257], [0.960, 0.063, 2.420], [1.557, 1.740, 0.499], [0.142, -0.778, -1.041], [1.064, 0.266, 0.949], [-0.104, -0.146, 0.255], [-1.992, 0.367, 0.669], [-3.565, 0.543, -0.871], [-2.839, -0.961, 2.203], [0.277, -0.480, -3.046], [-1.039, 0.475, -2.625], [0.534, 1.057, -2.246], [-0.868, -2.308, -2.246], [-1.958, -1.599, -1.098], [-0.757, -2.872, -0.739], [1.831, -0.477, 2.694], [0.955, 1.055, 2.985], [0.213, -0.652, 2.695], [2.640, 1.929, 0.740], [0.988, 2.608, 1.052], [1.437, 1.893, -0.588], [1.162, -1.233, -0.990], [1.993, -0.381, 0.637], [-1.720, 1.715, 1.244]], "forces_ev_per_a": [[-2.2, 0.7, 2.0], [0.0, 2.1, 0.5], [0.6, 1.7, 1.3], [-0.3, 0.8, 1.5], [-1.9, -0.9, -0.2], [2.3, 1.5, -1.4], [-3.8, -0.5, -1.0], [4.2, 0.1, 0.1], [0.3, 0.1, -0.1], [0.0, -0.2, 0.0], [1.4, -1.4, -2.8], [0.8, -0.7, 1.1], [1.0, 0.6, 0.0], [0.0, -0.1, -1.9], [0.9, -0.4, -0.1], [0.4, -0.6, 1.4], [1.2, -0.1, 0.7], [-0.4, -1.5, -0.4], [-1.0, 0.2, 0.2], [-0.9, -0.4, -0.1], [0.7, -1.7, -1.0], [0.0, -0.2, 0.6], [-0.7, 0.5, -0.3], [-2.0, 0.7, 0.0], [-0.5, -0.4, -0.1]], "homo_ev": -8.2086, "smiles": "CC(C)N(C(C)C)[SiH](Br)Br", "multiplicity": 1, "e_above_lowest_kj_mol": 19.73, "total_charge": 0}

=====

Record 3
{"formula": "C6H15BrN", "method": "ωB97M-V with the def2-TZVPD basis set", "symbols": ["C", "C", "C", "C", "C", "C", "N", "Br", "H", "H", "H", "H", "H", "H", "H", "H", "H", "H", "H", "H", "H", "H", "H"], "xyz": [[-0.894, 1.237, 1.365], [-1.903, 0.062, -0.696], [1.188, -1.493, 1.353], [0.990, -1.662, -1.188], [-0.719, 0.883, -0.073], [1.230, -0.794, 0.005], [-0.121, 1.969, -0.914], [2.719, 0.353, -0.105], [-0.549, 0.351, 1.963], [-1.931, 1.324, 1.600], [-0.352, 2.068, 1.790], [-2.500, 0.757, -1.168], [-1.483, -0.747, -1.289], [-2.401, -0.349, 0.113], [1.967, -2.212, 1.393], [0.166, -1.993, 1.529], [1.593, -0.885, 2.072], [0.471, -1.080, -1.941], [1.901, -1.986, -1.738], [0.337, -2.384, -0.767], [0.886, 1.781, -0.854], [-0.243, 2.872, -0.584], [-0.351, 1.925, -1.867]], "forces_ev_per_a": [[0.8, -1.5, 0.6], [4.3, 0.7, 0.5], [-2.3, -0.7, -2.1], [0.5, 1.6, -0.4], [0.2, -2.0, 0.1], [-0.7, 0.3, 0.5], [1.1, -2.8, 1.0], [0.2, 0.7, -0.3], [-0.3, 0.7, -0.4], [-0.9, 0.4, 0.2], [0.3, 0.5, -0.3], [-1.7, 1.0, -1.5], [-0.5, 0.2, -0.5], [-1.1, -0.9, 1.5], [0.6, -1.5, -0.6], [1.6, 0.9, 0.1], [-0.2, 2.0, 2.3], [-0.3, 0.0, -0.3], [-0.5, -0.4, 0.9], [-0.4, -1.4, -0.5], [0.7, 0.1, -0.1], [-0.7, 2.3, 1.0], [-0.7, -0.1, -1.8]], "homo_ev": [-12.0526, -12.4739], "multiplicity": 1, "e_above_lowest_kj_mol": 380.05, "total_charge": 1}

=====

Record 4
{"formula": "C6H15Cl8O3P2S2", "method": "ωB97M-V with the def2-TZVPD basis set", "symbols": ["C", "C", "S", "S", "P", "P", "O", "O", "O", "H", "H", "H", "H", "H", "H", "H", "C", "Cl", "Cl", "H", "H", "C", "Cl", "Cl", "H", "H", "C", "Cl", "Cl", "H", "H", "C", "Cl", "Cl", "H", "H"], "xyz": [[5.034, -2.484, -0.284], [3.727, -2.715, 0.041], [2.649, -1.352, 0.462], [3.687, 0.434, 0.380], [1.107, -1.263, -1.075], [-0.748, -1.130, 0.107], [-1.094, 0.256, 0.308], [-1.880, -2.003, -0.551], [-0.455, -1.782, 1.546], [5.787, -2.762, 0.446], [5.302, -2.037, -1.237], [3.257, -3.693, 0.015], [4.178, 0.447, -0.880], [1.160, -2.496, -1.771], [-2.561, -1.368, -0.858], [0.217, -2.479, 1.491], [-5.760, -1.357, 0.588], [-4.195, -0.881, 1.261], [-5.618, -1.710, -1.137], [-6.111, -2.243, 1.102], [-6.460, -0.540, 0.723], [7.003, 1.568, 2.002], [6.482, 2.537, 0.612], [8.471, 0.657, 1.648], [7.193, 2.234, 2.835], [6.213, 0.870, 2.255], [-1.142, 3.183, 1.483], [-1.814, 4.705, 2.073], [0.482, 3.404, 0.810], [-1.083, 2.483, 2.307], [-1.786, 2.790, 0.706], [-6.314, 1.879, -3.498], [-5.415, 1.373, -2.060], [-6.341, 0.610, -4.727], [-7.333, 2.105, -3.207], [-5.838, 2.758, -3.914]], "forces_ev_per_a": [[-0.6, 0.0, 0.2], [0.4, 0.5, -0.3], [-0.2, -0.6, -1.7], [0.1, 0.0, 0.1], [-0.3, 1.2, -1.1], [-0.5, -0.8, 1.8], [0.0, 1.4, -0.4], [0.5, 0.2, -0.6], [0.7, -0.5, -0.8], [0.5, -1.7, -1.0], [0.2, 1.8, 0.8], [0.0, -0.2, 1.8], [-0.2, -0.3, 0.1], [0.2, -0.3, 0.8], [-0.2, -0.5, 0.0], [-0.4, -0.1, 0.4], [-0.1, 0.0, 0.0], [-0.1, 0.1, 0.2], [0.0, -0.4, 0.1], [0.1, 0.0, 0.0], [0.1, 0.1, -0.1], [0.1, 0.0, 0.1], [-0.2, 0.0, 0.0], [-0.1, 0.0, 0.0], [0.1, 0.1, -0.1], [0.0, 0.0, -0.1], [-0.2, 0.0, 0.0], [0.0, 0.0, 0.0], [0.1, -0.1, 0.0], [0.1, 0.0, 0.0], [0.1, 0.0, -0.1], [0.0, 0.1, -0.1], [0.0, 0.4, 0.0], [0.0, 0.0, 0.0], [0.0, -0.1, 0.0], [0.1, 0.0, 0.0]], "homo_ev": -12.4757, "multiplicity": 1, "total_charge": 1}

=====

Record 5
{"formula": "C6H15ClI2N2O2PPm", "method": "ωB97M-V with the def2-TZVPD basis set", "symbols": ["I", "I", "Pm", "P", "C", "C", "H", "H", "H", "C", "H", "H", "H", "H", "H", "H", "C", "O", "Cl", "C", "N", "C", "N", "O", "H", "H", "H", "H", "H", "H"], "xyz": [[-1.439, -1.848, -0.569], [-1.421, 2.042, -0.645], [1.177, 0.083, 0.363], [0.418, 0.105, -2.562], [-1.141, 0.111, -3.427], [1.232, 1.500, -3.462], [2.244, -1.465, -3.038], [1.302, -0.963, -4.510], [0.603, -2.185, -3.361], [1.238, -1.293, -3.462], [2.239, 1.676, -3.046], [1.297, 1.174, -4.511], [-0.936, 0.110, -4.501], [-1.726, 0.998, -3.181], [0.604, 2.395, -3.368], [-1.733, -0.768, -3.174], [-2.667, 0.135, 0.092], [-3.847, 0.184, 0.174], [3.627, 0.087, 0.185], [0.976, 0.806, 5.056], [-0.138, -0.041, 4.622], [-0.336, -0.529, 3.394], [-1.462, -1.297, 3.257], [0.371, -0.174, 2.372], [1.491, 1.236, 4.196], [1.702, 0.206, 5.621], [0.574, 1.620, 5.671], [-0.740, -0.456, 5.331], [-1.626, -1.799, 2.377], [-1.883, -1.648, 4.106]], "forces_ev_per_a": [[-1.0, 0.6, 1.3], [-1.0, -0.5, 1.6], [0.0, 0.2, -0.7], [1.9, -0.1, -1.1], [-1.0, 0.0, -0.2], [0.0, -0.2, 0.6], [-0.4, -0.1, -0.4], [0.1, -0.5, 0.3], [0.4, 0.1, -0.2], [-0.1, 0.3, 0.6], [-0.4, 0.1, -0.3], [0.0, 0.4, 0.3], [0.0, 0.0, 0.1], [0.0, -0.2, -0.3], [0.3, -0.1, -0.2], [0.0, 0.1, -0.3], [-2.9, 0.5, -2.0], [4.5, -0.4, 0.4], [-0.2, 0.0, 0.0], [0.2, 0.0, 0.2], [0.2, -0.7, -0.8], [-1.2, 0.5, 0.7], [1.1, 0.1, -0.8], [-0.6, -0.5, 0.8], [-0.2, -0.1, 0.1], [-0.3, 0.3, -0.1], [0.2, -0.3, -0.1], [0.4, 0.5, 0.0], [0.2, 0.3, 0.9], [-0.2, -0.1, -0.3]], "homo_ev": [-15.7242, -15.7387], "s2": 6.006, "multiplicity": 5, "total_charge": 2}

=====

Record 6
{"formula": "C6H15ClLiNO2", "method": "ωB97M-V with the def2-TZVPD basis set", "symbols": ["Li", "Cl", "C", "O", "C", "C", "N", "C", "C", "O", "C", "H", "H", "H", "H", "H", "H", "H", "H", "H", "H", "H", "H", "H", "H", "H"], "xyz": [[2.974, 0.807, 3.200], [3.526, 0.733, 1.602], [-2.650, 1.540, -2.989], [-1.497, 1.065, -2.319], [-0.957, 2.029, -1.351], [0.384, 1.420, -0.761], [0.135, 0.478, 0.319], [1.384, -0.183, 0.799], [0.999, -1.384, 1.632], [0.343, -2.311, 0.788], [-0.170, -3.362, 1.619], [-2.513, 2.467, -3.545], [-3.488, 1.665, -2.304], [-2.963, 0.787, -3.713], [-1.658, 2.337, -0.575], [-0.762, 2.974, -1.859], [0.958, 2.211, -0.279], [1.012, 0.930, -1.505], [-0.496, -0.206, -0.074], [1.934, 0.496, 1.451], [2.059, -0.481, -0.004], [0.440, -1.048, 2.505], [1.924, -1.869, 1.944], [0.652, -3.901, 2.089], [-0.659, -4.064, 0.944], [-0.910, -3.130, 2.386]], "forces_ev_per_a": [[-1.8, 0.3, 6.0], [8.0, 1.4, -4.1], [-0.2, -0.5, 0.1], [0.2, 1.1, 0.9], [1.3, -1.2, -0.8], [-1.1, 0.7, 0.6], [-0.1, -0.6, 0.0], [-3.9, -0.2, -0.3], [1.2, 0.4, -1.4], [-1.3, -0.4, 1.8], [0.2, -0.8, -1.4], [0.4, 0.2, 0.1], [-0.1, 0.2, 0.2], [0.2, -0.1, 0.0], [-0.3, -0.7, 0.3], [0.4, 0.0, -0.4], [0.1, 0.4, -0.4], [-0.1, 0.3, -0.7], [-0.1, -0.5, 0.1], [-3.0, -0.6, -1.2], [0.0, 0.0, -0.2], [-0.6, -0.3, 0.1], [0.3, 0.0, 0.5], [0.2, 0.0, 0.2], [0.0, 0.0, 0.0], [0.1, 0.8, 0.0]], "homo_ev": -7.9577, "multiplicity": 1, "e_above_lowest_kj_mol": 337.02, "total_charge": 0}

=====

What is the formula in the sixth record?
C6H15ClLiNO2